One molecule with the formula C18H16N4S3 in a non-equilibrium geometry, computed with ωB97M-V with the def2-TZVPD basis set.

Output
molar mass = 384.56 Da
frontier orbital gap = 8.33 eV
energy = -57391.8456 eV
HOMO = -8.019 eV
relative energy (zero: lowest compared OMol25 entry of this formula, charge and spin) = 0.000 eV

Element x y z (Å)
C -4.661 -1.227 -2.029
C -4.613 -0.183 -0.953
C -5.776 0.408 -0.487
C -5.730 1.361 0.515
C -4.513 1.743 1.046
C -3.323 1.185 0.596
C -2.017 1.647 1.157
C -3.389 0.203 -0.395
N -2.210 -0.385 -0.904
C -1.294 -1.033 -0.166
N -1.322 -1.219 1.111
N -0.253 -1.835 1.592
C 0.621 -2.157 0.720
S 2.092 -2.994 1.091
C 3.216 -2.192 -0.112
C 3.104 -0.717 -0.081
N 2.402 -0.044 0.739
C 2.437 1.296 0.490
C 1.749 2.273 1.201
C 1.877 3.588 0.807
C 2.680 3.940 -0.276
C 3.370 2.984 -0.997
C 3.241 1.661 -0.612
S 3.949 0.236 -1.318
S 0.155 -1.702 -0.943
H -4.217 -0.856 -2.954
H -5.690 -1.504 -2.241
H -4.119 -2.122 -1.725
H -6.726 0.113 -0.908
H -6.643 1.809 0.876
H -4.478 2.498 1.818
H -1.641 0.910 1.867
H -2.139 2.599 1.668
H -1.272 1.760 0.371
H -2.191 -0.560 -1.898
H 2.996 -2.571 -1.113
H 4.219 -2.516 0.172
H 1.134 1.981 2.037
H 1.349 4.360 1.346
H 2.764 4.978 -0.561
H 3.990 3.255 -1.837

Atom charges from the Löwdin analysis, given in e for atoms 1 to 4: number 1, C, carries -0.042; number 2, C, carries -0.212; number 3, C, carries -0.054; number 4, C, carries -0.081